No. 1
19
Properties=species:S:1:pos:R:3:forces:R:3:lowdin_charge:R:1 method="wB97M-V/def2-TZVPD" e_lumo_ev=1.1 multiplicity=1 smiles=CCC.CC total_energy_ev=-5411.50711 charge=0
C 0.753226 0.635073 -2.610138 -1.9233 0.3519 -0.9999 -0.1891
H -0.069902 1.017904 3.110841 -0.1858 -0.2981 -0.0300 0.0665
H 2.221311 -0.643508 -1.801574 0.0654 0.1238 0.3727 0.0613
C -0.164394 0.486047 2.154648 0.5674 0.4065 0.4740 -0.1255
C -1.053408 -0.748413 2.195855 -0.4540 0.3927 -0.4538 -0.3109
H 0.868136 0.258973 1.874351 -0.1589 -0.0340 -0.2741 0.0654
C 2.115270 0.428944 -1.985688 0.0494 -0.4635 -0.0690 -0.1631
H 2.247462 0.967867 -1.042216 0.0232 -0.0523 -0.2574 0.0618
H -1.775358 -0.681624 3.000462 -0.1048 0.1727 0.2967 0.0892
H -0.572414 1.214821 1.453888 0.1195 0.0070 -0.0679 0.0608
C -1.826859 -0.902655 0.886901 0.2170 -1.7417 -0.8662 -0.1373
H -0.495046 -1.667635 2.371398 0.1281 0.0716 0.0646 0.0984
H -2.679740 -1.582020 1.010963 -0.1694 0.4615 0.1007 0.0663
H -0.055592 0.971147 -1.964203 0.3035 -0.0607 0.8537 0.0470
H -2.109886 -0.023627 0.312535 -0.2148 0.3928 0.6190 0.0619
H 2.939210 0.651695 -2.661233 -0.0432 0.3303 -0.0257 0.0596
H 0.305785 -0.268614 -3.035614 0.4632 -0.2435 0.0470 0.0593
H 0.586662 1.357184 -3.426680 1.0482 0.0090 0.1009 0.0633
H -1.234465 -1.471560 0.155502 0.2693 0.1741 0.1148 0.0653


No. 2
17
Properties=species:S:1:pos:R:3:forces:R:3:lowdin_charge:R:1 method="wB97M-V/def2-TZVPD" e_lumo_ev="-4.6 / -4.6" multiplicity=1 total_energy_ev=-12663.13407 charge=+1
H 0.824996 -1.419128 1.036261 0.0323 0.1341 -0.1497 0.1134
C 0.777421 -1.323480 -0.050496 -0.0689 -0.8902 0.0794 -0.0267
H 0.027444 0.918384 1.287892 0.1186 -0.0916 0.1027 0.0485
H -2.784904 -0.565288 -1.374385 -0.2536 -0.1426 -0.1613 -0.1288
H -0.099601 1.923634 -0.195390 0.2050 0.1120 -0.1044 0.0400
C -0.086265 0.924549 0.212845 -2.6474 0.0273 0.0241 -0.0908
H -3.086773 -0.691031 1.084463 -0.2240 -0.1386 0.1758 -0.1206
H -3.838695 1.347383 -0.174223 -0.1300 0.2550 0.0276 -0.1179
H 2.476634 0.447792 0.977103 -0.1260 -0.0441 -0.0350 0.1120
C 2.310793 0.556840 -0.093408 0.6846 0.3590 0.1298 -0.0090
H 0.824250 0.169886 -1.434771 -0.0137 -0.0369 0.2215 0.1801
N 0.941262 0.092919 -0.419739 -0.0337 -0.0513 -0.3954 -0.2966
H 3.058131 -0.023094 -0.632676 -0.1160 -0.0955 -0.0513 0.1077
H 1.566453 -1.928846 -0.502814 -0.0623 0.1619 0.0512 0.1097
Si -3.085840 0.112875 -0.122598 2.6537 0.3542 0.0964 0.8813
H 2.416651 1.607515 -0.357706 -0.1299 -0.0659 -0.0217 0.1089
H -0.195033 -1.679952 -0.390572 0.1114 0.1532 0.0103 0.0888


No. 3
84
Properties=species:S:1:pos:R:3:forces:R:3:lowdin_charge:R:1 method="wB97M-V/def2-TZVPD" e_lumo_ev="-2.2 / -4.5" multiplicity=5 total_energy_ev=-53328.92882 s2=6.07 charge=+1
H -2.201978 -1.789649 -2.969696 -0.5523 0.0700 0.5140 0.0417
H 2.287985 -5.158651 -1.315879 0.0027 0.1145 0.5438 0.1140
C 0.798789 2.020768 -3.259895 -0.1314 0.0896 -0.7439 -0.0743
C 0.867083 -2.175711 -2.337210 -0.5588 -2.8855 -1.9679 -0.4388
C -0.058611 -3.064446 -1.689810 -0.8198 0.3602 -1.0662 -0.2261
C -2.851648 -1.470846 -2.130524 0.2529 -0.4228 0.4028 -0.2348
C 0.271532 3.058905 0.096887 -2.3291 0.3623 0.2758 -0.2190
H 3.179800 2.829952 -0.085431 -0.3751 0.0464 -0.5615 0.0967
C 2.391031 -3.463486 -0.014491 2.2621 0.7342 0.2661 -0.1429
H 2.824962 0.975975 1.468699 -0.2514 -0.1087 0.1367 0.0328
C -2.164475 2.181686 -2.567033 -0.0348 -0.6327 -0.0707 -0.0297
H 0.005943 2.432806 4.149210 0.2799 -0.1042 0.0221 0.0733
P 0.536840 0.042375 0.927314 -2.4721 -0.3654 1.6434 0.9960
H -3.166937 2.136261 -2.129113 0.2479 0.2078 0.1195 0.0679
H -3.906956 -0.583155 0.416935 -0.1062 0.1485 0.0157 0.0697
H 4.099204 -2.225531 -2.647304 0.1953 0.1012 0.2242 0.1113
H -0.957056 -0.026984 5.386439 0.0450 0.0333 -0.3378 0.0974
H -3.511192 -0.640317 -2.453724 0.4604 -0.5511 0.1697 0.0438
C 1.691178 -4.660061 -0.533565 -1.3577 -0.1627 -0.8451 -0.1585
H 0.632512 -2.494515 0.718580 -0.4912 0.8967 0.1430 0.0254
H -1.163204 -3.008631 -1.764827 1.0538 0.4999 -0.2230 0.0584
H 2.602363 0.343157 -1.929795 0.3634 0.0036 0.0955 0.0495
H 0.406491 -0.014916 4.263537 0.0845 -0.0123 0.0620 0.0705
C -2.874601 0.715802 3.593675 -0.3649 -0.1975 -0.3940 -0.0396
H 1.877844 2.193088 -3.342774 -0.2826 -0.0067 -0.0200 0.0677
H -0.471721 -4.601527 -0.375396 0.0663 -0.1177 -0.2349 0.1054
H -0.003412 4.750372 1.268376 0.3905 -0.2611 0.4741 0.1001
H 2.243234 -2.382100 -3.897013 0.2975 -0.2354 -0.1352 0.1088
O -0.949209 0.803591 2.090349 0.7683 -0.1763 -1.5957 -0.3309
H 1.698370 4.171427 1.282375 -0.5085 -0.2005 0.1406 0.0920
C 3.434123 -2.958349 -2.195040 0.2618 0.2701 -0.3738 -0.1810
H 0.561875 1.271389 -4.036160 -0.1766 0.2955 0.3903 0.0813
H 2.243334 -0.286915 2.569695 0.1699 0.1366 0.2328 0.0585
C -1.059480 2.228235 4.087448 0.2077 0.6011 0.0706 -0.0571
H 4.132658 -2.243230 -0.178295 -0.7532 0.0002 -0.3908 0.1288
H 2.314792 -3.294893 1.068001 0.3547 -0.1326 -0.4025 0.1098
H -2.122389 -1.478000 1.584438 -0.0395 -0.1542 0.0720 0.0577
C -3.249213 0.172135 -0.021128 0.5440 0.2559 -0.1069 -0.2238
C -1.367951 0.886011 3.439656 0.4666 -0.4865 1.4990 -0.6991
H 2.805578 0.655754 -0.152914 -0.5114 -0.5556 -1.2225 -0.0050
H -1.723214 -2.876164 0.557130 -0.0761 -0.2546 0.2135 0.0766
H -3.394709 1.519459 3.085974 -0.1724 0.2955 -0.1231 0.0772
H 1.532866 1.361318 2.618339 0.0493 -0.2108 0.0627 0.0330
C 0.377923 1.690140 -1.847362 -1.3856 2.2499 1.2667 -0.4022
H -3.478810 -2.295600 -1.742089 0.1846 0.2400 -0.5246 0.0650
C -2.243969 3.454132 0.370729 0.1294 -0.2047 -0.3457 -0.0102
C 3.322255 -2.763585 -0.721110 -0.1881 -2.1833 1.4560 -0.1639
H -1.502661 3.057602 3.549529 -0.2177 0.1805 -0.2340 0.0733
H -3.760950 0.674104 -0.844036 0.0049 0.0455 0.3902 0.0293
H -2.169080 3.056584 -3.243941 0.3018 -0.2635 0.3497 0.1124
C -1.076442 2.910505 -0.366353 1.9601 0.2156 1.5651 -0.1864
H 0.415167 3.261606 2.211011 0.1470 0.5340 -0.4068 0.0610
Ir 0.524884 -0.526531 -1.389370 -1.4329 4.2324 0.5936 1.0028
H -2.285137 2.999800 1.358340 -0.1019 -0.0452 0.1102 0.0675
H -3.245724 -0.207859 3.161801 0.0569 -0.3280 -0.0738 0.0712
C 0.272614 -4.392341 -1.160072 0.4443 -1.1581 0.7384 -0.1958
C 2.543641 2.993666 -0.984256 0.2635 0.2955 -0.0158 -0.0352
H -3.185813 0.733621 4.645855 0.2369 0.0224 -0.2152 0.0983
H 0.475273 -1.461057 -3.247308 -0.2374 -0.9098 1.1988 0.1310
C -1.465350 -1.850210 0.801678 -0.3153 -0.2715 0.0732 -0.3625
H 0.193654 -1.914560 2.313722 -0.6165 -0.2440 0.1100 0.0699
H 3.871838 -3.937172 -2.430122 0.1033 0.1189 0.1712 0.1236
H 1.812179 -3.918499 -3.183814 -0.3110 0.0450 -0.1014 0.1074
H 2.894331 -1.033067 -0.761206 -0.0902 1.3509 -0.0994 -0.0246
H -1.449981 2.270440 5.112612 0.0724 -0.1096 -0.2421 0.0978
H -2.145858 4.528015 0.496065 -0.1016 0.2248 0.0289 0.0943
C 0.640957 3.852073 1.300309 -0.1409 0.1920 -0.0769 -0.0011
H 2.479973 4.099094 -1.114405 0.0931 -0.5768 0.0871 0.1202
C -0.674480 -0.142718 4.329630 0.1847 -0.4506 0.1819 -0.0441
C -1.058482 2.189298 -1.559182 1.7742 -0.3339 -0.9227 -0.1925
H 0.103974 -5.161986 -1.946335 -0.0339 0.2518 0.3353 0.1316
C 1.141687 2.491915 -0.822763 -0.0754 -0.6477 -2.1784 -0.2379
H -3.147702 3.234035 -0.183018 -0.3460 0.1203 0.1163 0.0769
C 0.002956 -1.756521 1.250448 0.7021 0.7735 0.2470 -0.3523
H -0.903742 -1.172023 4.049645 -0.1185 -0.0157 -0.0906 0.0754
C 1.948091 0.580719 1.979817 -0.1723 -0.4377 0.2060 -0.1975
H 3.042627 2.595072 -1.883404 -0.1172 0.1089 0.6745 0.0762
H -2.062728 1.284763 -3.178496 0.0001 0.0591 -0.2816 0.0789
H 1.514368 -5.352600 0.305378 0.3436 0.0884 -0.4389 0.1232
C 2.413495 -0.047610 -0.915670 2.1675 -0.5578 0.3865 -0.2654
H -2.887145 0.853542 0.745971 -0.1765 -0.0177 0.0096 0.0152
H 0.264144 2.971621 -3.468778 0.6263 -0.4341 -0.5660 0.1015
P -1.850187 -0.804701 -0.687324 0.0300 0.0035 -0.3476 0.8467
C 2.095774 -2.896094 -2.948167 -0.1070 0.5485 -0.1089 -0.1640